The following is a DFT calculation (ωB97M-V/def2-TZVPD) of a structure of composition C43H54BFN5O3PtSi.

Computed properties:
Relative energy (zero: lowest compared OMol25 entry of this formula, charge and spin), kJ/mol: 311.1
Total energy, Ha: -2703.83340
Strongest force on any atom, eV/A: 3.56
Charge: +1
Orbital gap (alpha / beta), eV: 3.98 / 3.94
2S+1: 1
LUMO (alpha / beta), eV: -5.2538 / -5.2567

Atoms and positions in Å:
1 H -6.05105 -1.19568 -5.83430
2 H 1.97284 -1.00320 6.12942
3 B -0.25909 1.10845 -1.35553
4 H -5.93773 2.46556 -6.41887
5 C -2.57853 -4.67372 1.58659
6 C -0.08742 3.26758 -1.59284
7 H 1.56547 4.88032 0.83293
8 H -0.76462 1.47848 1.56741
9 N 1.78622 0.44963 1.82493
10 C 0.58215 2.64449 -2.65038
11 C -2.64697 -2.28110 1.35209
12 H -0.74402 -2.66148 -3.30684
13 C 2.83652 -1.07923 -0.76279
14 N -4.88856 0.41954 -3.90432
15 H -4.34428 -1.60413 -5.65672
16 C -5.26191 1.74204 -5.97120
17 H 2.88699 -4.97398 0.22551
18 H 4.38992 -3.43741 2.44935
19 C 4.79986 -0.13893 0.53417
20 H 2.26896 -5.19111 4.62536
21 H 1.70050 -6.09352 0.87379
22 H 0.82358 -4.19418 4.62660
23 F 0.69936 -1.05613 3.94101
24 C 4.09860 1.15062 4.60769
25 H 0.21282 -1.89471 -1.17003
26 C 1.09175 3.46191 3.71081
27 H -4.59741 -1.48365 -3.15067
28 C -0.58042 -1.35113 -1.66540
29 H 1.52365 5.35834 -4.34530
30 C 1.17629 3.36929 -3.66008
31 C 1.84742 -0.34248 4.12631
32 C -5.31884 -1.65919 -5.17893
33 C -1.20887 -4.60912 1.68640
34 C 1.07540 4.75081 -3.57485
35 H -0.03632 3.96934 1.98792
36 H 0.32434 3.90426 4.34046
37 C -2.13041 -1.01413 -3.47332
38 C 1.95104 3.90695 0.56886
39 C -1.11184 -1.75937 -2.84061
40 H -2.71056 1.09736 -0.88770
41 C -2.75601 -0.00253 -2.73164
42 N -1.31978 -2.22315 1.38785
43 Si 1.97774 -4.09367 2.39849
44 C 3.70675 0.14544 -0.49818
45 C -5.77375 1.35687 -4.58560
46 H 5.41033 0.74638 0.69357
47 C -3.78292 0.92588 -3.33041
48 H 0.32914 6.44610 -2.52025
49 C -0.20457 4.63906 -1.51747
50 H 3.95248 2.43877 -1.69011
51 H -3.08465 -5.62441 1.63896
52 C 2.42976 -0.38670 5.37158
53 C -3.39954 -1.00179 1.21451
54 H 4.37311 -0.43042 1.48676
55 H -0.61061 -5.49084 1.83024
56 C 1.54434 2.80516 1.30559
57 H 3.11546 4.65981 -1.06089
58 O -3.54270 2.12229 -3.30345
59 H -3.49302 -0.73743 0.15944
60 H -1.51931 2.45149 2.82434
61 N -0.98720 -0.14777 -1.02824
62 C -0.57746 -3.34856 1.60852
63 H -4.27986 2.19927 -5.88477
64 H 1.67522 2.87764 -4.47730
65 C 0.39873 5.36937 -2.53156
66 H 1.88939 4.18768 3.57848
67 H 3.94370 1.80380 2.58794
68 C -5.29083 -0.96684 -3.81853
69 C 0.48246 3.07741 2.35599
70 H 1.50253 2.60087 4.22959
71 H 0.79744 -5.78409 3.88065
72 C 2.95672 1.40399 -0.11835
73 H 3.31235 -6.02761 1.56298
74 O -0.57742 2.30826 -0.75519
75 C 3.28682 2.53919 -0.84593
76 H -5.19432 0.87839 -6.62759
77 C 2.82321 3.79051 -0.49445
78 C -0.58249 1.98910 2.52179
79 C 3.50788 1.19677 3.36616
80 C 2.34678 0.44473 3.06375
81 C -2.27696 0.31041 -1.48331
82 C 3.57013 0.36277 5.62224
83 H -6.29194 -1.01178 -3.37202
84 H 3.54841 -2.75393 3.82705
85 H 3.38276 -2.01649 2.24734
86 H -2.41115 -1.23390 -4.48666
87 C 1.40423 -4.89810 4.03753
88 C 3.46587 -2.96409 2.76490
89 C -3.31205 -3.50130 1.43669
90 H -5.83555 2.26309 -3.97541
91 H -5.58394 -2.70554 -5.05220
92 H -0.76054 5.11503 -0.72537
93 H 2.23672 -1.35564 0.11564
94 O 0.49459 1.28658 -2.49059
95 H 4.03716 0.33094 6.59274
96 H 3.47502 -1.92499 -1.01270
97 H -4.38793 -3.52180 1.39153
98 C 2.08171 1.53498 0.98603
99 H 4.98513 1.73641 4.79334
100 N 0.71989 -3.10243 1.72725
101 H -0.31329 1.26670 3.29258
102 H -2.85501 -0.20193 1.71295
103 H -4.39510 -1.08293 1.64066
104 H -6.76384 0.90430 -4.65066
105 H 2.17970 -0.87742 -1.60683
106 Pt 0.29396 -0.83025 1.34064
107 H 4.21239 0.37321 -1.44239
108 C 2.51438 -5.42695 1.13842
109 H 5.44452 -0.94079 0.18641